Record 1
{
  "formula": "C5H11NO",
  "method": "wB97M-V/def2-TZVPD",
  "species": ["C", "C", "N", "C", "C", "C", "O", "H", "H", "H", "H", "H", "H", "H", "H", "H", "H", "H"],
  "xyz": [[-2.73052, 1.13102, -0.42217], [-0.48014, -1.44609, 0.81738], [0.07808, -0.29431, 0.59097], [0.54218, 0.90590, 0.90383], [0.89524, 0.36476, -0.42301], [2.20767, -0.33429, -0.74908], [2.90657, -0.75060, 0.39792], [-3.40291, 0.56473, 0.22769], [-2.47125, 0.51577, -1.28933], [-3.23450, 2.03673, -0.76673], [-0.85569, -1.66399, 1.80996], [-0.65905, -2.10712, -0.02142], [-1.82500, 1.40507, 0.12751], [1.09398, 1.18479, 1.78926], [0.35086, 0.73228, -1.29900], [2.02440, -1.16892, -1.44624], [2.85559, 0.37897, -1.26819], [2.36470, -1.41653, 0.84293]],
  "nbo_charge": [-0.863, -0.309, -0.212, -0.210, -0.081, -0.094, -0.707, 0.212, 0.204, 0.211, 0.198, 0.196, 0.224, 0.215, 0.190, 0.165, 0.194, 0.469],
  "homo_lumo_gap_ev": 8.308,
  "e_lumo_ha": 0.0293
}

=====

Record 2
{
  "formula": "C20H25N3O2",
  "method": "wB97M-V/def2-TZVPD",
  "species": ["C", "C", "H", "H", "C", "N", "C", "C", "C", "C", "C", "C", "N", "C", "N", "H", "C", "H", "H", "C", "O", "H", "H", "C", "H", "O", "C", "C", "C", "C", "C", "C", "H", "H", "C", "H", "H", "H", "H", "H", "H", "H", "H", "H", "H", "H", "H", "H", "H", "H"],
  "xyz": [[-0.01810, -2.36902, -4.38985], [-1.04380, -2.71170, -3.31694], [-1.95984, -2.14428, -3.49324], [-1.28855, -3.77453, -3.36484], [-0.53085, -2.39528, -1.90727], [-0.35787, -0.98457, -1.69156], [-1.37762, -0.09527, -1.41829], [-2.73455, -0.28099, -1.24580], [-3.50284, 0.83774, -0.94961], [-2.93223, 2.09524, -0.83191], [-1.56760, 2.28915, -1.00212], [-0.79902, 1.18114, -1.29635], [0.55315, 1.04017, -1.52346], [0.84626, -0.29001, -1.74463], [2.03763, -0.69231, -1.92665], [2.13097, -1.68314, -2.10818], [1.54609, 2.06662, -1.39534], [1.17869, 2.99155, -1.84679], [2.44133, 1.73253, -1.92255], [1.87904, 2.35317, 0.07842], [2.42437, 3.65145, 0.15032], [2.76584, 3.78500, 1.04223], [0.94219, 2.31731, 0.66201], [2.84942, 1.30322, 0.64975], [2.69121, 0.33200, 0.17155], [2.76600, 1.21795, 2.05744], [1.70170, 0.57083, 2.62157], [0.71420, -0.11639, 1.92760], [-0.31762, -0.73141, 2.61717], [-0.39415, -0.68535, 3.99959], [0.60426, -0.00151, 4.68697], [1.63418, 0.61970, 4.01449], [2.40670, 1.15163, 4.54760], [0.56931, 0.04635, 5.76589], [-1.50524, -1.36219, 4.74438], [-1.91576, -0.70142, 5.50567], [-2.30363, -1.65588, 4.06755], [-1.13312, -2.25642, 5.24501], [-1.07977, -1.25249, 2.05469], [0.73444, -0.18522, 0.85321], [3.87483, 1.62245, 0.44227], [-1.12686, 3.26838, -0.90446], [-3.55922, 2.94268, -0.60043], [-4.56672, 0.72165, -0.80856], [-3.18809, -1.25605, -1.33397], [0.43208, -2.88882, -1.74235], [-1.23714, -2.77314, -1.16023], [0.25696, -1.31791, -4.33678], [0.88315, -2.96578, -4.26436], [-0.42381, -2.56683, -5.37884]],
  "nbo_charge": [-0.610, -0.402, 0.205, 0.206, -0.204, -0.418, 0.116, -0.250, -0.223, -0.221, -0.261, 0.203, -0.422, 0.604, -0.815, 0.352, -0.233, 0.219, 0.246, 0.060, -0.719, 0.476, 0.172, -0.116, 0.213, -0.520, 0.370, -0.323, -0.184, -0.052, -0.196, -0.262, 0.218, 0.208, -0.621, 0.215, 0.212, 0.216, 0.206, 0.216, 0.205, 0.223, 0.215, 0.214, 0.217, 0.208, 0.208, 0.213, 0.201, 0.215],
  "homo_lumo_gap_ev": 8.373,
  "e_lumo_ha": 0.0273
}

=====

Record 3
{
  "formula": "C5H12NO",
  "method": "wB97M-V/def2-TZVPD",
  "species": ["C", "N", "C", "C", "C", "O", "C", "H", "H", "H", "H", "H", "H", "H", "H", "H", "H", "H", "H"],
  "xyz": [[-2.77188, -0.03561, 0.20516], [-1.62730, -0.81474, -0.29191], [-0.33538, -0.10723, -0.54323], [0.79028, -0.88196, 0.10788], [2.22258, -0.30946, -0.14289], [2.57352, 0.68870, 0.67063], [-0.28865, 1.32646, -0.02248], [-2.62316, 0.42498, 1.19894], [-3.01616, 0.77948, -0.46342], [-3.61771, -0.71566, 0.24478], [-1.42071, -1.48612, 0.43580], [-0.15898, -0.09506, -1.62397], [0.77898, -1.89199, -0.32272], [0.66467, -0.94515, 1.19693], [2.24666, -0.03112, -1.24038], [2.90624, -1.21122, -0.13593], [0.68369, 1.75695, -0.24278], [-1.04069, 1.99253, -0.40892], [-0.27507, 1.27264, 1.07885]],
  "nbo_charge": [-0.412, -0.639, -0.048, -0.448, 0.002, -0.958, -0.652, 0.162, 0.183, 0.181, 0.343, 0.166, 0.171, 0.185, 0.056, 0.062, 0.267, 0.174, 0.205],
  "homo_lumo_gap_ev": 6.045,
  "e_lumo_ha": 0.1391,
  "total_charge": -1
}

=====

Record 4
{
  "formula": "C28H66O17S8",
  "method": "wB97M-V/def2-TZVPD",
  "species": ["C", "C", "C", "O", "C", "O", "O", "H", "H", "H", "H", "H", "H", "C", "C", "C", "O", "C", "O", "O", "H", "H", "H", "H", "H", "H", "C", "C", "C", "O", "C", "O", "O", "H", "H", "H", "H", "H", "H", "C", "S", "O", "C", "H", "H", "H", "H", "H", "H", "C", "S", "O", "C", "H", "H", "H", "H", "H", "H", "C", "S", "O", "C", "H", "H", "H", "H", "H", "H", "C", "S", "O", "C", "H", "H", "H", "H", "H", "H", "C", "S", "O", "C", "H", "H", "H", "H", "H", "H", "C", "S", "O", "C", "H", "H", "H", "H", "H", "H", "C", "S", "O", "C", "H", "H", "H", "H", "H", "H", "C", "S", "O", "C", "H", "H", "H", "H", "H", "H"],
  "xyz": [[1.02579, -1.27635, -4.66111], [0.14397, -1.47873, -5.94053], [0.91760, -1.30263, -7.24996], [1.20754, -2.55809, -7.63634], [0.60062, -3.47838, -7.00397], [0.71184, -4.68734, -7.17395], [-0.10057, -2.92819, -5.98493], [2.08232, -1.42121, -4.88663], [0.93472, -2.13289, -3.99317], [0.93922, -0.32010, -4.14516], [-0.80194, -0.93979, -5.88686], [1.80130, -0.69158, -7.06612], [0.16891, -0.90000, -7.93219], [-1.64754, 3.33727, 0.96995], [-1.82030, 2.98915, 2.41007], [-1.47542, 4.08033, 3.46847], [-2.69797, 4.04138, 4.25629], [-3.65842, 3.31542, 3.65824], [-4.79674, 3.08849, 4.10223], [-3.23398, 2.91996, 2.52385], [-2.07153, 2.55637, 0.33866], [-0.60255, 3.24630, 0.67359], [-1.95501, 4.33236, 0.64846], [-1.23049, 2.09380, 2.60647], [-1.27736, 5.02745, 2.96665], [-0.54980, 3.84418, 3.99340], [-3.97071, -0.25522, 2.90590], [-3.81609, -1.74138, 3.00416], [-2.26122, -2.04743, 2.85628], [-1.91663, -2.60744, 4.14037], [-3.05569, -2.76522, 4.94447], [-3.08398, -3.26169, 6.03679], [-4.10356, -2.28641, 4.31453], [-4.90692, -0.04563, 2.38850], [-3.14212, 0.31431, 2.48498], [-4.13272, 0.00496, 3.95192], [-4.29251, -2.26106, 2.17285], [-1.62483, -1.25956, 2.45333], [-2.24100, -2.87164, 2.14328], [3.06010, 4.43498, 2.48044], [1.97411, 5.54905, 1.44533], [0.58132, 5.65059, 2.01022], [2.72325, 7.12013, 1.89353], [3.24797, 3.44258, 2.07062], [2.61078, 4.34283, 3.46923], [4.08070, 4.80728, 2.56904], [2.92666, 7.32590, 2.94443], [1.97826, 7.87745, 1.64943], [3.67933, 7.28253, 1.39590], [2.11024, 0.89205, 0.29071], [0.77862, -0.28757, 0.72815], [-0.35214, 0.39538, 1.40110], [-0.00509, -0.82058, -0.81264], [2.58886, 0.49850, -0.60603], [2.86846, 1.24479, 0.98983], [1.62996, 1.80645, -0.05758], [0.36370, -1.78281, -1.16789], [0.15561, -0.09879, -1.61344], [-1.04780, -0.95192, -0.52352], [2.31200, -5.87529, -1.99283], [2.07546, -4.79635, -0.51146], [2.23804, -3.44984, -1.17298], [0.29410, -5.31605, -0.23132], [1.55409, -5.71773, -2.76020], [2.21469, -6.92770, -1.72629], [3.24797, -5.81469, -2.54814], [0.34625, -6.37526, 0.02055], [-0.29314, -4.90809, -1.05401], [-0.18200, -4.88350, 0.64864], [1.37663, 2.69788, -4.63815], [1.61755, 2.38548, -2.87310], [0.25500, 2.48430, -2.20214], [2.47225, 3.97814, -2.44921], [1.98344, 2.06382, -5.28456], [1.70526, 3.71454, -4.85383], [0.35587, 2.58755, -5.00417], [3.00265, 4.00037, -1.49723], [1.97439, 4.91131, -2.71267], [3.36470, 4.05105, -3.07075], [5.14531, -2.18581, 3.39007], [4.11679, -1.23196, 2.18712], [4.47537, 0.21451, 2.15492], [4.54346, -2.05466, 0.58090], [5.35943, -3.18575, 3.01275], [4.71163, -2.12528, 4.38824], [6.10074, -1.66182, 3.36398], [5.62695, -2.07024, 0.46290], [3.89732, -1.56301, -0.14634], [4.08184, -3.03297, 0.71475], [-5.25991, -4.34584, -0.71880], [-3.72044, -3.92025, 0.25624], [-2.72006, -5.05169, 0.00587], [-2.89722, -2.53180, -0.66541], [-5.73807, -5.29864, -0.49152], [-5.11039, -4.44020, -1.79436], [-6.00446, -3.59849, -0.44453], [-3.34260, -1.60982, -0.29165], [-3.00889, -2.56685, -1.74911], [-1.87510, -2.73403, -0.34531], [0.06847, 0.73829, 4.87147], [1.71925, 1.57898, 5.17581], [1.21812, 2.70877, 6.06066], [2.45587, 0.39590, 6.38896], [-0.01152, 0.01253, 5.68078], [-0.03352, 0.16751, 3.94848], [-0.67801, 1.53226, 4.84988], [1.76870, 0.04279, 7.15786], [3.10920, 1.14345, 6.83888], [2.86125, -0.41064, 5.77802], [-3.22968, 1.67561, -5.41331], [-3.76401, 0.46357, -4.10734], [-3.62331, -1.00090, -4.54532], [-2.38738, 0.64875, -2.92381], [-3.30324, 2.70559, -5.06425], [-3.76003, 1.72783, -6.36415], [-2.16658, 1.53242, -5.60673], [-2.36046, 1.72786, -2.77253], [-1.42284, 0.27302, -3.26526], [-2.77631, 0.11845, -2.05454]],
  "lowdin_spin": [0.000, 0.000, 0.000, 0.000, 0.000, 0.000, 0.000, 0.000, 0.000, 0.000, 0.000, 0.000, 0.000, 0.003, 0.000, 0.000, 0.000, 0.000, 0.000, 0.000, 0.001, 0.001, 0.000, 0.000, 0.000, 0.000, 0.000, 0.000, 0.001, 0.001, 0.000, 0.000, 0.000, 0.000, 0.000, 0.000, 0.000, -0.001, 0.000, 0.000, 0.000, 0.000, 0.000, 0.000, 0.000, 0.000, 0.000, 0.000, 0.000, 0.058, 0.296, 0.442, 0.059, 0.002, 0.000, 0.007, -0.001, 0.008, 0.000, 0.000, 0.000, 0.001, 0.000, 0.000, 0.000, 0.000, 0.000, 0.000, 0.000, 0.000, 0.001, 0.002, 0.000, 0.000, 0.000, 0.000, 0.000, 0.000, 0.000, 0.012, 0.049, 0.047, 0.004, 0.000, 0.000, 0.001, 0.001, 0.000, 0.000, 0.000, 0.000, 0.000, 0.000, 0.000, 0.000, 0.000, 0.000, 0.000, 0.000, 0.001, 0.000, 0.000, 0.000, 0.000, 0.000, 0.000, 0.000, 0.000, 0.000, 0.000, 0.001, 0.001, 0.001, 0.000, 0.000, 0.000, 0.000, 0.000, 0.000],
  "homo_lumo_gap_ev": [8.361, 3.469],
  "e_lumo_ha": [-0.1034, -0.2832],
  "multiplicity": 2,
  "total_charge": 1
}

=====

Record 5
{
  "formula": "C2H2Br2S2",
  "method": "wB97M-V/def2-TZVPD",
  "species": ["C", "C", "S", "S", "Br", "Br", "H", "H"],
  "xyz": [[0.43207, -0.03754, -0.71747], [-0.34270, -0.05050, 0.36558], [-1.39083, -1.23229, 3.41205], [-0.85818, -1.54523, 1.41407], [0.63790, 1.65970, -1.59043], [0.11892, -1.13317, 5.02299], [0.60978, -0.73264, -1.49229], [-0.42490, 0.81830, 0.95338]],
  "nbo_charge": [-0.259, -0.321, 0.035, 0.126, 0.033, -0.065, 0.230, 0.222],
  "homo_lumo_gap_ev": 7.972,
  "e_lumo_ha": -0.0478
}

=====

Record 6
{
  "formula": "C2HBrF2S",
  "method": "wB97M-V/def2-TZVPD",
  "species": ["C", "C", "F", "F", "S", "Br", "H"],
  "xyz": [[0.18576, 0.09544, -0.27894], [-1.13765, 0.45054, -0.11280], [1.01320, 1.17151, -0.25964], [-1.54703, 1.69978, 0.07881], [1.75291, -1.35835, -0.45247], [-2.32416, -0.91092, 0.18615], [2.05696, -1.14800, 0.83888]],
  "lowdin_spin": [0.497, 0.035, 0.078, 0.017, 1.317, 0.004, 0.053],
  "homo_lumo_gap_ev": [7.886, 5.177],
  "e_lumo_ha": [0.0165, -0.1286],
  "multiplicity": 3
}

=====

Record 7
{
  "formula": "C10H16INO2",
  "method": "wB97M-V/def2-TZVPD",
  "species": ["C", "C", "C", "C", "C", "C", "C", "C", "C", "C", "N", "O", "O", "I", "H", "H", "H", "H", "H", "H", "H", "H", "H", "H", "H", "H", "H", "H", "H", "H"],
  "xyz": [[0.40291, 0.40482, -1.19972], [0.17350, -0.22479, 1.04867], [0.27088, 1.81137, -0.83632], [-1.14104, 0.31865, 1.17502], [-0.53983, 2.74624, -1.67503], [1.08298, 2.32107, 0.28334], [-1.36071, 0.88269, 2.52152], [0.22730, -2.93698, -2.04963], [1.66643, -2.53030, -1.56476], [1.63258, -1.65580, -0.27081], [0.64460, -0.57395, -0.21734], [0.32226, 0.14379, -2.39126], [0.90481, -0.39026, 2.01640], [-2.81695, -0.04548, -0.14593], [-1.24910, 3.15294, -0.93852], [-0.97406, 2.11850, -2.55479], [0.03500, 3.54585, -2.09552], [2.20790, 2.00217, 0.19544], [0.76550, 1.95052, 1.27390], [0.98080, 3.35133, 0.32564], [-2.12918, 1.73008, 2.28787], [-0.43463, 1.53848, 2.78646], [-1.73922, 0.06225, 3.22886], [0.32611, -3.88029, -2.62552], [-0.41936, -3.06400, -1.15991], [-0.26234, -2.13232, -2.69559], [2.19074, -1.84790, -2.32681], [2.17242, -3.39935, -1.21057], [1.35572, -2.41773, 0.56224], [2.59576, -1.27042, 0.13810]],
  "nbo_charge": [0.585, 0.521, 0.127, -0.070, -0.686, -0.687, -0.730, -0.627, -0.407, -0.204, -0.513, -0.579, -0.581, 0.203, 0.231, 0.261, 0.232, 0.239, 0.231, 0.220, 0.225, 0.248, 0.264, 0.210, 0.201, 0.242, 0.218, 0.210, 0.206, 0.210],
  "homo_lumo_gap_ev": [8.105, 6.822],
  "e_lumo_ha": [-0.0208, -0.0513]
}

=====

What are the relative energy (zero: lowest compared OMol25 entry of this formula, charge and spin) values for these records? In order: 111.4; 25.5; 17.2; 0.0; 24.0; 50.2; 42.1 kcal per mole.